A:
C4H14N4 | ωB97M-V/def2-TZVPD

**SMILES**: CC(N)(N)C(C)(N)N

Atoms and positions in Å:
C (-0.30964, 1.96150, 0.30197)
C (0.37406, 0.58338, 0.39573)
N (0.55028, 0.26508, 1.79720)
N (1.74599, 0.73943, -0.05843)
C (-0.42408, -0.53830, -0.47810)
C (0.12559, -1.95766, -0.24406)
N (-0.35578, -0.20928, -1.89011)
N (-1.85119, -0.59474, -0.25691)
H (-0.40537, 2.29849, -0.73618)
H (0.25535, 2.73354, 0.84043)
H (-1.31354, 1.94236, 0.74203)
H (-0.35995, 0.25020, 2.25324)
H (0.91376, -0.67951, 1.89131)
H (2.17818, 1.41755, 0.56851)
H (2.24924, -0.12526, 0.11075)
H (-0.33758, -2.68979, -0.91878)
H (-0.08294, -2.30337, 0.77558)
H (1.20666, -2.01278, -0.40610)
H (0.58390, 0.16045, -2.05926)
H (-0.43098, -1.06228, -2.43893)
H (-2.24348, 0.11529, -0.87684)
H (-2.06847, -0.29432, 0.68695)

***

B:
C4H14N4 | ωB97M-V/def2-TZVPD

**SMILES**: C[C@@H](N)N(C)N(C)N

Atoms and positions in Å:
C (0.67084, -0.75819, -1.94121)
C (1.13222, 0.35109, -1.01970)
N (0.91673, 1.67746, -1.46709)
N (0.34380, 0.48307, 0.38009)
C (1.07324, 0.08876, 1.58751)
N (-1.01065, 0.06388, 0.30034)
C (-1.26362, -1.31520, 0.70647)
N (-1.81171, 0.92746, 1.16698)
H (0.90866, -1.74157, -1.53479)
H (-0.39977, -0.68034, -2.12297)
H (1.18917, -0.64011, -2.89230)
H (2.16812, 0.21211, -0.69321)
H (0.07229, 1.72428, -2.03171)
H (0.53045, 1.88218, -0.32603)
H (1.98471, 0.68392, 1.63596)
H (0.46191, 0.29689, 2.46470)
H (1.34969, -0.97070, 1.59275)
H (-2.28092, -1.56632, 0.40563)
H (-1.15570, -1.47561, 1.78547)
H (-0.58097, -1.97967, 0.18314)
H (-1.52623, 1.88852, 0.98858)
H (-2.77226, 0.84810, 0.83137)

***

C:
C4H14N4 | ωB97M-V/def2-TZVPD

**SMILES**: N/C=C/N.NCCN

Atoms and positions in Å:
N (-1.54039, 1.84947, -0.84694)
C (-0.21749, 2.25443, -0.88047)
C (0.79864, 1.60166, -1.42392)
N (2.11041, 2.16929, -1.36466)
H (-2.17843, 2.55745, -0.53730)
H (-1.79592, 0.91596, -0.54384)
H (-0.00351, 3.21482, -0.42583)
H (0.69596, 0.62938, -1.89921)
H (2.46429, 2.43545, -2.27060)
H (2.79667, 1.60084, -0.89732)
N (-1.94901, -0.75311, 0.99950)
C (-0.99631, -1.86831, 0.89559)
C (0.41781, -1.35078, 0.76063)
N (1.34998, -2.44657, 0.50871)
H (-1.74399, -0.22239, 1.83812)
H (-2.87433, -1.13700, 1.14713)
H (-1.26835, -2.48877, 0.04091)
H (-1.01994, -2.52577, 1.77553)
H (0.50367, -0.61234, -0.03567)
H (0.66070, -0.78062, 1.67801)
H (2.21459, -2.09808, 0.12459)
H (1.57495, -2.94500, 1.35702)

***

In terms of stability, A leads; the second structure lies 1.072 eV higher.

***

A:
C39H40BINO6Zr | ωB97M-V/def2-TZVPD

**Charge**: +1

Atoms and positions in Å:
Zr (0.68527, 0.03786, 1.32980)
C (-1.78189, -1.41260, 3.90180)
C (-0.50258, -1.75037, 3.18363)
C (-0.53511, -2.49957, 1.99479)
C (-1.83653, -2.99675, 1.42619)
C (0.66033, -2.80831, 1.31926)
C (0.58794, -3.57679, 0.02618)
C (1.89854, -2.45018, 1.88496)
C (3.19690, -2.97095, 1.31625)
C (1.93615, -1.71944, 3.09556)
C (3.29295, -1.47977, 3.70779)
C (0.73356, -1.35121, 3.73725)
C (0.71734, -0.59820, 5.04416)
H (-2.07321, -2.23980, 4.55488)
H (-2.60316, -1.24207, 3.20945)
H (-1.68044, -0.52326, 4.51469)
H (-2.13615, -2.39284, 0.56697)
H (-2.63991, -2.96808, 2.15418)
H (-1.73490, -4.02800, 1.09132)
H (0.53352, -4.65040, 0.22540)
H (1.44811, -3.39511, -0.60972)
H (-0.29663, -3.30179, -0.54353)
H (3.83254, -2.17107, 0.93698)
H (3.03751, -3.68538, 0.51668)
H (3.75614, -3.48453, 2.09921)
H (3.65827, -2.41262, 4.14515)
H (3.29297, -0.73514, 4.49537)
H (4.01415, -1.16751, 2.95515)
H (0.20680, 0.36019, 4.93286)
H (1.70813, -0.40737, 5.43864)
H (0.17410, -1.17192, 5.79622)
I (2.57678, 1.74954, 2.90057)
C (2.62759, 3.23404, 1.42720)
C (3.50945, 4.25982, 1.58518)
C (3.51860, 5.29621, 0.63056)
C (2.64431, 5.25848, -0.41494)
C (1.72978, 4.18880, -0.57280)
C (0.82375, 4.17275, -1.66126)
C (-0.05495, 3.14413, -1.80012)
C (-0.05354, 2.08064, -0.86879)
C (0.80694, 2.01425, 0.20903)
C (1.70747, 3.11792, 0.36092)
H (4.18849, 4.29191, 2.42630)
H (4.21502, 6.11555, 0.74306)
H (2.63336, 6.05551, -1.14797)
H (0.84577, 4.99091, -2.37038)
H (-0.75313, 3.12508, -2.62729)
H (-0.76074, 1.27937, -1.05179)
O (-0.82401, 1.18246, 2.61138)
C (-1.73159, 0.84883, 1.79936)
O (-1.42589, 0.05754, 0.83407)
C (-3.11131, 1.34957, 1.94533)
C (-4.10675, 0.94354, 1.06054)
C (-5.39905, 1.42195, 1.20523)
C (-5.69982, 2.30776, 2.22977)
C (-4.69071, 2.69543, 3.09385)
C (-3.39694, 2.23595, 2.97628)
N (-5.00836, 3.63979, 4.18752)
O (-4.13417, 3.85324, 5.00010)
O (-6.16157, 3.99424, 4.29065)
H (-3.85563, 0.25957, 0.26097)
H (-6.17499, 1.11030, 0.52031)
H (-6.69570, 2.70287, 2.36776)
H (-2.62988, 2.56224, 3.66287)
C (-1.67178, -1.91739, -5.06869)
C (-0.28558, -1.53512, -5.58810)
C (0.27453, -2.72049, -6.38613)
C (-0.43657, -0.31884, -6.51254)
C (0.67610, -1.18630, -4.45150)
C (1.99537, -0.82651, -4.75411)
C (2.93145, -0.47228, -3.78901)
C (2.50447, -0.48742, -2.48109)
O (3.20438, -0.15272, -1.33329)
B (2.32241, -0.26161, -0.28705)
O (1.07851, -0.78793, -0.79224)
C (1.20956, -0.85176, -2.17165)
C (0.27299, -1.20311, -3.11445)
H (-2.31766, -2.16517, -5.91150)
H (-2.14129, -1.09463, -4.52504)
H (-1.63324, -2.79288, -4.41658)
H (-0.40865, -2.98132, -7.19617)
H (0.39725, -3.59685, -5.74698)
H (1.24276, -2.48813, -6.82966)
H (-1.11984, -0.55414, -7.33048)
H (0.51713, -0.02218, -6.94962)
H (-0.83830, 0.53683, -5.96648)
H (2.30799, -0.81284, -5.78965)
H (3.94064, -0.18783, -4.05169)
H (-0.73195, -1.46655, -2.81729)

***

B:
C39H40BINO6Zr | ωB97M-V/def2-TZVPD

**Charge**: +1

Atoms and positions in Å:
Zr (-1.59648, -0.28523, -0.85050)
C (-1.61498, 3.23397, -1.35692)
C (-2.32341, 2.02876, -1.91632)
C (-1.76239, 1.36743, -3.04005)
C (-0.54585, 1.96081, -3.70415)
C (-2.40568, 0.23644, -3.58016)
C (-1.98487, -0.33934, -4.90845)
C (-3.51356, -0.32982, -2.92006)
C (-4.09536, -1.62785, -3.41203)
C (-4.12696, 0.38411, -1.87140)
C (-5.47339, -0.02902, -1.34101)
C (-3.55778, 1.58372, -1.39990)
C (-4.31338, 2.36408, -0.35941)
H (-1.70538, 4.08098, -2.04015)
H (-0.54945, 3.03842, -1.22140)
H (-1.99887, 3.53011, -0.38662)
H (-0.84225, 2.80417, -4.33275)
H (-0.01899, 1.24403, -4.32562)
H (0.16654, 2.34010, -2.97635)
H (-1.36160, -1.22553, -4.81029)
H (-1.44555, 0.39057, -5.50270)
H (-2.86531, -0.63655, -5.47409)
H (-4.96079, -1.44899, -4.05148)
H (-4.41982, -2.24807, -2.57826)
H (-3.36524, -2.20321, -3.97127)
H (-6.23208, 0.63356, -1.76443)
H (-5.54111, 0.07682, -0.25952)
H (-5.73617, -1.04578, -1.60375)
H (-4.36974, 1.82634, 0.58636)
H (-5.33545, 2.52498, -0.70510)
H (-3.88204, 3.33692, -0.16215)
I (-3.68818, -2.33844, 0.45116)
C (-2.47331, -3.89251, -0.17279)
C (-2.68987, -5.13792, 0.34490)
C (-1.94964, -6.23092, -0.15367)
C (-1.06038, -6.04713, -1.16840)
C (-0.83824, -4.75957, -1.71012)
C (0.05311, -4.57516, -2.79633)
C (0.28121, -3.33720, -3.30737)
C (-0.33687, -2.20109, -2.72126)
C (-1.24812, -2.32146, -1.69468)
C (-1.51944, -3.63488, -1.19085)
H (-3.42506, -5.29943, 1.11842)
H (-2.11385, -7.21337, 0.26295)
H (-0.51416, -6.88775, -1.57280)
H (0.54735, -5.43875, -3.21836)
H (0.96118, -3.20892, -4.13867)
H (-0.05304, -1.22589, -3.11630)
O (-0.78953, -0.90512, 1.10050)
C (-1.29753, 0.11531, 1.65892)
O (-2.15397, 0.76937, 0.96312)
C (-0.84741, 0.58253, 2.97693)
C (-1.53437, 1.57312, 3.67145)
C (-1.03701, 2.04116, 4.87675)
C (0.15810, 1.54558, 5.37959)
C (0.82679, 0.57653, 4.65590)
C (0.35473, 0.06140, 3.46508)
N (2.12630, 0.07962, 5.16865)
O (2.72485, -0.71314, 4.47844)
O (2.47946, 0.49307, 6.24939)
H (-2.45008, 1.97398, 3.26063)
H (-1.56779, 2.80235, 5.42691)
H (0.57367, 1.90113, 6.31063)
H (0.91143, -0.68622, 2.92134)
C (4.66599, 2.60261, 3.53599)
C (5.39260, 1.79374, 2.46166)
C (6.44179, 2.69934, 1.80481)
C (6.09528, 0.61636, 3.14308)
C (4.44041, 1.27680, 1.38663)
C (4.92586, 0.40456, 0.40153)
C (4.13607, -0.11007, -0.61836)
C (2.81293, 0.27984, -0.61231)
O (1.78370, -0.10935, -1.44661)
B (0.64153, 0.51521, -0.94723)
O (0.97656, 1.33811, 0.13136)
C (2.32498, 1.14138, 0.34505)
C (3.10314, 1.66662, 1.35094)
H (5.38485, 2.92795, 4.28726)
H (3.89785, 2.02109, 4.04859)
H (4.20173, 3.49871, 3.12494)
H (7.14782, 3.05391, 2.55385)
H (5.97593, 3.56643, 1.33798)
H (7.00331, 2.16938, 1.03838)
H (6.68839, 0.97726, 3.98257)
H (6.77315, 0.10061, 2.46701)
H (5.37921, -0.11098, 3.52367)
H (5.96426, 0.10899, 0.43372)
H (4.52941, -0.78721, -1.35904)
H (2.68034, 2.33150, 2.08440)

***

In terms of stability, B leads; the second structure lies 0.140 eV higher.

***

A:
C6H10N2O2 | ωB97M-V/def2-TZVPD

**SMILES**: Cc1nc(=O)on1C(C)C

Atoms and positions in Å:
C (-0.52864, 1.14356, -2.28077)
C (0.63455, 1.37464, -1.50596)
N (1.52499, 2.22151, -1.64568)
C (2.45087, 2.28607, -0.60214)
O (3.20294, 3.14262, -0.31070)
O (2.20094, 1.11826, 0.18872)
N (1.12037, 0.45745, -0.39064)
C (0.23719, -0.45518, 0.36460)
C (-0.61941, 0.41191, 1.23287)
C (1.09241, -1.53250, 1.11242)
H (-0.38963, 0.06893, -2.59806)
H (-0.65876, 1.94405, -3.05350)
H (-1.39375, 1.05461, -1.58850)
H (-0.41958, -1.03124, -0.27635)
H (-0.88317, 1.17573, 0.49796)
H (-1.49256, -0.26536, 1.55303)
H (-0.15399, 0.75758, 2.09832)
H (0.73641, -2.51130, 1.09846)
H (1.30602, -1.25606, 2.14642)
H (1.97823, -1.42491, 0.52737)

***

B:
C6H10N2O2 | ωB97M-V/def2-TZVPD

**SMILES**: CC[C@]1(C)NC(=O)NC1=O

Atoms and positions in Å:
C (-1.75674, 2.18999, 0.32691)
C (-0.35962, 1.69023, -0.03313)
C (0.16256, 0.49187, 0.48603)
C (0.02024, 0.39608, 2.01750)
N (1.35852, 0.03444, 0.07743)
C (1.31768, -0.95581, -0.96441)
O (2.30415, -1.45555, -1.51566)
N (0.03673, -1.47170, -0.95418)
C (-0.85170, -0.75194, -0.01501)
O (-1.94668, -0.90116, 0.20588)
H (-2.15295, 3.05639, -0.31850)
H (-2.43778, 1.28632, 0.36878)
H (-1.91314, 2.90774, 1.11290)
H (0.00864, 1.62511, -1.26357)
H (0.56750, 2.28723, 0.47857)
H (0.36651, 1.04099, 2.40870)
H (-0.95830, 0.51487, 2.17159)
H (0.76779, -0.54566, 2.19687)
H (2.28439, 0.44776, -0.00965)
H (-0.35362, -2.06868, -1.43753)

***

C:
C6H10N2O2 | ωB97M-V/def2-TZVPD

**SMILES**: C[C@H](C#N)C(C)(C)[N+](=O)[O-]

Atoms and positions in Å:
C (-0.38798, -2.06622, -0.28767)
C (-0.58498, -0.83700, 0.52806)
C (-1.96041, -0.27074, 0.48908)
N (-3.09281, -0.07995, 0.57668)
C (0.53028, 0.41888, 0.24342)
C (0.34954, 0.96036, -1.10468)
C (0.32043, 1.46846, 1.35974)
N (1.86956, -0.19288, 0.40252)
O (2.57125, -0.33364, -0.58096)
O (2.07027, -0.63800, 1.48600)
H (0.24134, -2.86296, 0.15453)
H (-0.03888, -2.01883, -1.38948)
H (-1.29641, -2.73016, -0.30552)
H (-0.44386, -1.10231, 1.62560)
H (0.03598, 0.16612, -1.82082)
H (1.30093, 1.40289, -1.41474)
H (-0.41530, 1.69697, -1.06378)
H (0.89921, 2.35230, 1.13737)
H (0.64403, 1.05405, 2.41854)
H (-0.81440, 1.80085, 1.44779)

***

In terms of stability, A leads; the second structure lies 1.269 eV higher.